Record 1
Formula: C24H42O24
Source: OMol25
Level of theory: ωB97M-V/def2-TZVPD

LUMO level = -0.2 eV
orbital gap = 0.3772 Eh
SMILES string = COC(=O)OC.COC(=O)OC.COC(=O)OC.COC(=O)OC.COC(=O)OC.O=C1OCCO1.O=C1OCCO1.O=C1OCCO1
energy above the lowest of the compared OMol25 structures with the same formula, charge and spin = 571.4 kJ/mol

Last column: Löwdin charge in e.
Positions of all 90 atoms, in Å:
C: 5.705 -1.810 -2.493  -0.0497
O: 4.540 -1.114 -2.788  0.0116
C: 4.317 -0.606 -3.940  -0.5979
O: 5.232 -0.454 -4.770  0.1050
O: 3.013 -0.471 -4.198  -0.0057
C: 1.934 -0.636 -3.307  -0.0322
H: 6.012 -2.685 -3.066  0.1018
H: 5.513 -2.146 -1.474  0.1007
H: 6.630 -1.240 -2.587  0.1018
H: 2.002 -0.038 -2.398  0.0919
H: 2.030 -1.711 -3.155  0.1039
H: 0.994 -0.581 -3.856  0.0852
C: -3.199 1.917 2.942  -0.0185
O: -4.652 1.817 2.961  -0.0159
C: -5.427 1.141 2.045  -0.4431
O: -5.042 0.731 0.889  0.0301
O: -6.749 1.153 2.452  -0.0288
C: -7.685 0.440 1.619  -0.0393
H: -2.747 2.612 2.234  0.0767
H: -2.715 0.959 2.751  0.0899
H: -2.836 2.179 3.936  0.0968
H: -8.694 0.770 1.869  0.0947
H: -7.505 -0.629 1.734  0.1003
H: -7.570 0.741 0.578  0.0872
C: -2.791 0.515 -3.934  -0.0132
O: -1.588 0.617 -4.704  -0.0080
C: -1.586 0.388 -5.995  -0.5264
O: -2.561 0.222 -6.765  0.0864
O: -0.265 0.402 -6.440  -0.0536
C: -0.077 0.112 -7.805  -0.0502
H: -3.213 -0.461 -4.174  0.1051
H: -3.544 1.293 -4.056  0.1085
H: -2.566 0.502 -2.868  0.0600
H: -0.200 -0.970 -7.861  0.0979
H: 0.998 0.280 -7.870  0.1054
H: -0.834 0.620 -8.402  0.1002
C: 0.617 -1.534 8.158  -0.0087
O: -0.338 -2.456 7.466  -0.0266
C: -0.516 -2.570 6.095  -0.5161
O: -1.070 -3.599 5.663  0.0994
O: 0.052 -1.575 5.405  0.0076
C: 0.203 -1.869 4.065  -0.0761
H: 0.239 -0.512 8.184  0.0891
H: 1.595 -1.403 7.695  0.0574
H: 0.822 -1.964 9.138  0.0910
H: 0.739 -1.119 3.484  0.0714
H: -0.745 -2.048 3.558  0.0999
H: 0.740 -2.798 3.873  0.1099
C: 2.773 0.648 2.366  -0.0172
O: 3.186 0.265 3.666  0.0208
C: 2.723 0.746 4.749  -0.5838
O: 1.647 1.383 4.879  0.0636
O: 3.670 0.608 5.710  -0.0082
C: 3.426 0.886 7.066  -0.0489
H: 2.368 -0.249 1.896  0.0880
H: 3.538 1.222 1.843  0.1053
H: 1.888 1.277 2.458  0.0866
H: 4.284 1.360 7.542  0.0968
H: 3.299 -0.134 7.428  0.0789
H: 2.533 1.480 7.260  0.0958
O: -1.529 -6.166 0.192  0.1322
C: -1.942 -5.132 -0.340  -0.5321
O: -1.227 -4.350 -1.091  0.0909
C: -1.868 -3.063 -1.052  -0.1052
C: -3.355 -3.383 -0.974  -0.1152
O: -3.266 -4.711 -0.475  0.0289
H: -1.517 -2.389 -0.270  0.1157
H: -1.738 -2.539 -1.999  0.1213
H: -3.835 -3.337 -1.951  0.1281
H: -3.892 -2.848 -0.191  0.1342
O: -0.160 -0.417 0.942  0.1078
C: -0.588 0.408 0.115  -0.5345
O: -1.849 0.603 -0.315  0.0613
C: -1.893 1.887 -0.837  -0.1545
C: -0.552 1.994 -1.464  -0.1010
O: 0.174 1.301 -0.467  0.0565
H: -2.683 2.061 -1.567  0.1312
H: -2.144 2.509 0.021  0.1334
H: -0.182 3.019 -1.455  0.1400
H: -0.353 1.462 -2.394  0.1288
O: 5.757 2.748 -3.605  0.1239
C: 4.608 3.153 -3.390  -0.6359
O: 3.682 3.241 -4.253  0.1151
C: 2.468 3.518 -3.715  -0.1403
C: 2.706 3.367 -2.241  -0.1039
O: 4.109 3.187 -2.207  0.1160
H: 2.152 4.514 -4.026  0.1438
H: 1.896 2.662 -4.072  0.1383
H: 2.161 2.505 -1.856  0.1065
H: 2.317 4.293 -1.818  0.1340



Record 2
Formula: C31H57BClGaO2P
Source: OMol25
Level of theory: ωB97M-V/def2-TZVPD

LUMO level = 2.7 eV
orbital gap = 0.1493 Eh
charge = -1
energy above the lowest of the compared OMol25 structures with the same formula, charge and spin = 406.3 kJ/mol

Last column: Löwdin charge in e.
Positions of all 94 atoms, in Å:
Ga: 1.164 -0.865 0.569  0.1047
Cl: 1.433 -2.458 2.151  0.2282
P: -0.678 0.875 0.219  1.1120
C: 1.794 -0.299 -1.164  -0.2759
H: 2.560 0.481 -1.059  -0.0951
H: 1.513 -0.477 -2.214  -0.0344
C: -2.018 0.152 1.272  -0.4362
C: -1.124 0.644 -1.568  -0.4041
C: -3.247 1.040 1.507  -0.2193
H: -2.341 -0.729 0.688  0.1243
C: -4.317 0.240 2.274  -0.2024
H: -2.963 1.928 2.094  0.0963
H: -3.667 1.404 0.555  0.0924
C: -3.781 -0.323 3.598  -0.2142
H: -5.193 0.879 2.451  0.1023
H: -4.640 -0.596 1.636  0.1127
C: -2.497 -1.129 3.397  -0.1945
H: -3.582 0.511 4.283  0.1079
H: -4.550 -0.942 4.071  0.0999
C: -1.452 -0.331 2.614  -0.2420
H: -2.083 -1.432 4.365  0.1098
H: -2.730 -2.047 2.843  0.1192
H: -1.127 0.536 3.206  0.1075
H: -0.571 -0.974 2.460  0.0096
C: -0.518 2.720 0.512  -0.4002
C: -0.277 1.554 -2.470  -0.2275
H: -0.814 -0.396 -1.758  0.0960
C: -0.510 1.191 -3.941  -0.1921
H: -0.528 2.610 -2.302  0.0956
H: 0.786 1.428 -2.222  0.0718
C: -1.991 1.258 -4.314  -0.2125
H: 0.074 1.863 -4.578  0.1062
H: -0.141 0.171 -4.118  0.1094
C: -2.858 0.422 -3.368  -0.1983
H: -2.324 2.303 -4.282  0.1074
H: -2.134 0.918 -5.342  0.0989
C: -2.618 0.776 -1.895  -0.2036
H: -3.919 0.561 -3.604  0.1023
H: -2.630 -0.643 -3.512  0.1148
H: -2.952 1.808 -1.707  0.0956
H: -3.220 0.121 -1.247  0.1023
C: -0.268 3.086 1.982  -0.2074
H: 0.399 2.964 -0.059  0.1128
C: 0.078 4.574 2.135  -0.1943
H: -1.162 2.855 2.583  0.1037
H: 0.553 2.491 2.392  0.0669
C: -0.999 5.479 1.527  -0.2130
H: 0.210 4.812 3.198  0.1071
H: 1.037 4.771 1.634  0.1157
C: -1.312 5.080 0.080  -0.1990
H: -1.915 5.413 2.128  0.1093
H: -0.677 6.525 1.562  0.1011
C: -1.654 3.587 -0.053  -0.2104
H: -2.145 5.681 -0.307  0.1045
H: -0.434 5.297 -0.546  0.1145
H: -2.587 3.376 0.490  0.1005
H: -1.846 3.357 -1.109  0.0794
C: 2.314 0.788 2.653  -0.1682
C: 2.770 1.324 1.484  -0.1441
H: 1.250 0.846 2.921  0.0733
C: 4.161 1.125 0.985  -0.2035
H: 2.087 1.876 0.836  0.0763
C: 4.826 -0.086 1.660  -0.1925
H: 4.145 1.000 -0.104  0.0893
H: 4.783 2.007 1.196  0.1113
C: 4.655 -0.003 3.180  -0.2006
H: 4.365 -1.009 1.284  0.1127
H: 5.891 -0.115 1.413  0.1026
C: 3.179 0.057 3.618  -0.2242
H: 5.154 -0.838 3.679  0.1016
H: 5.156 0.912 3.527  0.1038
H: 2.774 -0.968 3.677  0.0406
H: 3.103 0.467 4.642  0.1108
C: 0.822 -3.185 -3.656  -0.0193
C: 0.423 -3.885 -2.358  -0.4885
C: -0.561 -4.981 -2.697  -0.0227
O: -0.213 -2.910 -1.504  0.0852
B: 0.867 -2.375 -0.836  -0.8252
O: 2.025 -3.155 -0.809  0.0192
C: 1.657 -4.330 -1.504  -0.5113
C: 1.294 -5.393 -0.461  -0.0202
C: 2.886 -4.773 -2.261  -0.0177
H: 1.490 -2.326 -3.492  0.0886
H: -0.079 -2.813 -4.156  0.0843
H: 1.309 -3.891 -4.340  0.0840
H: -1.385 -4.586 -3.304  0.0871
H: -0.029 -5.729 -3.291  0.0866
H: -0.974 -5.482 -1.818  0.0821
H: 1.127 -6.358 -0.959  0.0791
H: 2.119 -5.509 0.251  0.0906
H: 0.401 -5.121 0.128  0.0987
H: 3.235 -3.995 -2.951  0.0880
H: 3.690 -4.994 -1.545  0.0931
H: 2.677 -5.690 -2.823  0.0829



Record 3
Formula: C30H41NO8S3
Source: OMol25
Level of theory: ωB97M-V/def2-TZVPD

LUMO level = -0.7 eV
orbital gap = 0.2967 Eh
SMILES string = C#CCCCc1ccc(C=C)c2c1C(=O)C=C(CN)C2=O.O=S1(=O)CCCC1.O=S1(=O)CCCC1.O=S1(=O)CCCC1

Last column: Löwdin charge in e.
Positions of all 83 atoms, in Å:
C: 0.234 -4.686 -1.989  0.1126
C: 0.922 -5.047 -1.075  -0.1426
C: 1.760 -5.499 0.049  -0.1977
C: 0.892 -5.898 1.247  -0.1887
C: 0.104 -4.716 1.851  -0.1283
C: 1.068 -3.645 2.336  -0.1547
C: 1.870 -3.965 3.433  -0.0106
C: 2.823 -3.075 3.888  -0.0001
C: 3.000 -1.843 3.259  -0.1667
C: 4.094 -0.944 3.742  -0.1326
C: 5.330 -1.169 3.321  0.0272
C: 2.188 -1.501 2.192  -0.0248
C: 1.209 -2.403 1.717  -0.0253
C: 0.380 -1.946 0.556  -0.3195
O: -0.751 -2.312 0.324  0.0920
C: 0.997 -0.926 -0.335  0.0591
C: 1.914 -0.060 0.090  -0.0935
C: 2.559 1.052 -0.728  -0.2195
N: 2.764 0.756 -2.134  0.0356
C: 2.346 -0.170 1.521  -0.2528
O: 2.819 0.794 2.083  0.1071
H: -0.475 -4.272 -2.665  0.0290
H: 2.424 -4.666 0.295  0.1144
H: 2.396 -6.324 -0.269  0.1150
H: 1.549 -6.325 2.012  0.1026
H: 0.207 -6.695 0.954  0.1155
H: -0.579 -4.349 1.095  0.0921
H: -0.467 -5.060 2.715  0.1213
H: 1.729 -4.929 3.905  0.1192
H: 3.469 -3.327 4.719  0.1194
H: 3.856 -0.112 4.392  0.1111
H: 6.153 -0.508 3.563  0.0589
H: 5.552 -1.992 2.653  0.0769
H: 0.614 -0.879 -1.349  0.1256
H: 1.932 1.942 -0.615  0.1268
H: 3.516 1.293 -0.270  0.0553
H: 3.646 0.278 -2.254  0.0597
H: 2.010 0.228 -2.545  0.0554
O: -1.053 2.167 -1.892  -0.3286
S: -1.999 2.723 -0.954  0.6600
O: -1.979 4.122 -0.604  -0.3302
C: -3.645 2.257 -1.467  -0.2313
C: -3.880 0.914 -0.783  -0.2222
C: -3.334 1.066 0.643  -0.1974
C: -1.954 1.732 0.539  -0.2143
H: -3.683 2.208 -2.553  0.1056
H: -4.332 3.020 -1.098  0.1077
H: -4.931 0.651 -0.792  0.0665
H: -3.331 0.129 -1.307  0.1266
H: -4.006 1.701 1.225  0.1178
H: -3.267 0.105 1.151  0.1141
H: -1.740 2.378 1.387  0.1028
H: -1.159 0.998 0.419  0.0847
O: -6.235 0.179 -2.810  -0.3142
S: -7.314 0.916 -2.202  0.6596
O: -7.330 1.186 -0.786  -0.3231
C: -7.539 2.444 -3.106  -0.2280
C: -8.522 2.081 -4.214  -0.2185
C: -9.594 1.203 -3.553  -0.2122
C: -8.867 0.159 -2.696  -0.2157
H: -6.574 2.790 -3.469  0.1056
H: -7.964 3.172 -2.416  0.1101
H: -8.951 2.971 -4.670  0.1158
H: -8.009 1.516 -4.995  0.1204
H: -10.231 1.823 -2.919  0.1170
H: -10.234 0.724 -4.292  0.1140
H: -9.424 -0.107 -1.801  0.1030
H: -8.626 -0.737 -3.264  0.1052
O: 7.230 0.857 0.894  -0.3182
S: 6.274 1.724 0.249  0.6779
O: 5.436 1.241 -0.821  -0.3292
C: 5.270 2.477 1.508  -0.2358
C: 6.029 3.750 1.874  -0.2099
C: 6.508 4.356 0.546  -0.2092
C: 7.125 3.214 -0.279  -0.2131
H: 5.141 1.776 2.329  0.0921
H: 4.302 2.710 1.064  0.0987
H: 5.399 4.439 2.434  0.1167
H: 6.894 3.503 2.495  0.1189
H: 5.659 4.782 0.009  0.1179
H: 7.230 5.155 0.705  0.1120
H: 6.976 3.339 -1.348  0.1026
H: 8.183 3.083 -0.064  0.1034



Q: Number 1 is which compound?
A: C24H42O24



Q: What is the formula in the first record?
A: C24H42O24



Q: LUMO level of number 3 (C30H41NO8S3)?
A: -0.7 eV